w) Density functional theory data (wB97M-V/def2-TZVPD) for the ion C5H4BrO2S with charge -1.

Geometry (Å):
O: -2.54321 -1.60930 0.38014
C: -1.74214 -1.29320 -0.48463
O: -1.47952 -1.73257 -1.60085
C: -0.80960 -0.03766 -0.09689
Br: -1.82914 1.61586 -0.30687
C: 0.53489 0.09618 -0.77776
C: 1.51199 0.69933 0.18560
C: 1.19431 0.58758 1.47067
S: -0.34626 -0.15049 1.83777
H: 0.45361 0.67633 -1.69974
H: 0.85566 -0.91676 -1.05662
H: 2.42504 1.15732 -0.16670
H: 1.77437 0.90740 2.31588

Values from the calculation:
- HOMO-LUMO gap (eV) = 7.8
- structure (SMILES) = O=C([O-])[C@]1(Br)CC=CS1
- M (Da) = 208.1
- total charge = -1
- HOMO (eV) = -4.6


x) Density functional theory data (wB97M-V/def2-TZVPD) for a cluster of 2 separate species, C5H4BrO2S in total.

Geometry (Å):
C: 0.83177 -1.39865 1.04385
C: 0.52143 -0.20465 1.66283
C: -2.61675 2.37748 -1.13411
C: 0.63695 -1.33734 -0.39464
C: 0.94161 0.09914 -0.94375
O: -2.02861 3.14559 -1.72651
O: -3.31105 1.66911 -0.60932
S: 0.15945 1.05475 0.39048
Br: 3.01037 0.35101 -0.78384
H: 0.83194 -2.36465 1.49221
H: 0.27823 0.11481 2.69471
H: 1.20042 -1.90359 -1.01884
H: -0.45575 -1.60299 -0.67309

Values from the calculation:
- HOMO-LUMO gap (eV) = 5.9
- M (Da) = 208.1
- total charge = -1
- HOMO (eV) = -2.8


Q: Which of them is the least stable? A: x).


w) Density functional theory data (wB97M-V/def2-TZVPD) for a cluster of 3 separate species, C2H10NO2S in total.

Geometry (Å):
C: 0.43756 0.24857 0.03278
C: -0.47138 -0.92414 0.38618
S: -1.04666 -0.75051 2.15929
N: 1.75009 0.16666 0.69584
H: 0.04073 1.23168 0.26280
H: 0.67315 0.29646 -1.04284
H: 0.28453 -1.72254 0.46981
H: -1.32927 -1.30986 -0.15630
H: 2.20793 -0.65418 0.31688
H: 1.50308 -0.14500 1.63306
H: 5.00168 0.72867 -1.21797
H: 5.06030 0.09823 0.25698
O: 4.86088 0.86923 -0.28060
H: -6.74433 1.18706 -1.47442
H: -5.78118 0.10597 -1.28510
O: -6.44713 0.57371 -0.75639

Values from the calculation:
- HOMO-LUMO gap (spin up / spin down) (eV) = 1.2 / 4.8
- M (Da) = 112.2
- spin multiplicity = 2
- total charge = -2
- expectation value of S² = 0.751
- HOMO (spin up / spin down) (eV) = 3.5 / -0.1


x) Density functional theory data (wB97M-V/def2-TZVPD) for a cluster of 3 separate species, C2H10NO2S in total.

Geometry (Å):
C: 0.36460 0.66675 0.07178
C: 0.92341 1.48229 -1.10581
S: 1.81860 0.46798 -2.34246
N: 1.21088 -0.41380 0.63433
H: 0.03932 1.36727 0.85101
H: -0.53378 0.15045 -0.27923
H: 0.04867 2.03719 -1.46299
H: 1.63424 2.22257 -0.73470
H: 1.18338 -1.06823 -0.14835
H: 2.16365 -0.05708 0.58743
H: -3.16953 -0.62127 1.89020
H: -4.61784 -0.79977 1.38850
O: -4.05823 -0.23559 1.96218
H: -0.11339 -1.36443 2.35135
H: -0.98128 -1.83639 1.21841
O: -0.92515 -1.84715 2.15516

Values from the calculation:
- HOMO-LUMO gap (spin up / spin down) (eV) = 2.1 / 6.3
- M (Da) = 112.2
- spin multiplicity = 2
- total charge = -2
- expectation value of S² = 0.751
- HOMO (spin up / spin down) (eV) = 3.7 / -0.5


Q: Which of them is the least stable? A: w).


w) Density functional theory data (wB97M-V/def2-TZVPD) for a structure of composition F5Sr4.

Geometry (Å):
Sr: -20.90438 8.95570 -3.26348
Sr: -23.27587 7.13691 3.14810
Sr: -24.52838 13.21619 1.12088
Sr: -27.39343 8.50690 -2.05514
F: -26.24035 5.81295 1.05737
F: -20.10204 6.80466 0.25843
F: -23.88428 9.49569 -0.37573
F: -24.15766 6.39669 -3.63808
F: -26.45990 12.53975 -2.44000

Values from the calculation:
- HOMO-LUMO gap (eV) = 3.0
- M (Da) = 445.5
- total charge = +3
- HOMO (eV) = -14.6


x) Density functional theory data (wB97M-V/def2-TZVPD) for a structure of composition F5Sr4.

Geometry (Å):
Sr: -2.69211 0.45436 -0.73065
Sr: -0.04012 -1.12242 1.96741
Sr: 1.81041 2.24469 0.29521
Sr: 0.76688 -1.34306 -1.72543
F: -1.30821 -1.90070 -0.59619
F: 2.12084 -0.90348 0.32791
F: -0.89964 0.87291 -2.35672
F: 0.48051 1.09880 2.65984
F: -0.23856 0.59890 0.15863

Values from the calculation:
- HOMO-LUMO gap (eV) = 9.8
- M (Da) = 445.5
- total charge = +3
- HOMO (eV) = -20.6


Q: Which of them is the least stable? A: w).


w) Density functional theory data (wB97M-V/def2-TZVPD) for a cluster of 2 separate species, C3H2O2S in total.

Geometry (Å):
C: -0.09106 -0.50676 -0.59769
C: 0.01039 -1.56522 0.20619
O: 0.24343 -2.46626 0.90335
H: -0.46197 -0.42524 -1.55763
H: 0.34827 0.33371 -0.00962
O: 2.17316 -0.18963 1.65033
C: 2.78876 -0.24898 0.65843
S: 3.45772 0.02327 -0.69374

Values from the calculation:
- HOMO-LUMO gap (eV) = 9.7
- structure (SMILES) = C=C=O.O=C=S
- M (Da) = 102.1
- total charge = 0
- HOMO (eV) = -9.3


x) Density functional theory data (wB97M-V/def2-TZVPD) for the molecule C3H2O2S.

Geometry (Å):
C: -0.77587 0.75177 0.03753
C: 0.73822 0.11426 -1.44808
C: -0.12601 -0.35725 0.90380
O: -1.80211 1.26888 0.10978
O: 1.19982 0.45328 -2.45675
S: 1.03581 -1.12542 -0.18369
H: 0.54481 0.14090 1.65438
H: -0.81467 -1.24643 1.38304

Values from the calculation:
- HOMO-LUMO gap (eV) = 8.6
- M (Da) = 102.1
- total charge = 0
- HOMO (eV) = -8.5


Q: Which of them is the least stable? A: x).